C5H28O10Si2 | ωB97M-V/def2-TZVPD

Properties
Electronic energy (eV): -41865.58762
E_LUMO (eV): -0.3277
Orbital gap (eV): 9.417

```
! wB97M-V def2-TZVPD RIJCOSX def2/J DEFGRID3
* xyz 0 1
O 1.4733 -0.7955 5.2324
C 0.4953 -0.2247 4.2479
C 1.2098 -0.2903 2.7743
C 0.9516 1.0273 1.8217
C 1.9700 0.8318 0.5092
Si 2.3582 2.4952 -0.3762
O 3.4507 2.3817 -1.7456
Si 4.0815 0.7590 -1.9753
C 2.8396 -0.4855 -2.7604
O 2.2021 0.1802 -3.9258
O 1.2454 1.0003 -3.5079
H 2.3177 -0.2430 5.1745
H -0.4081 -1.0048 4.2309
H 0.1263 0.8497 4.5665
H 2.3791 -0.3717 2.9601
H 0.8625 -1.2352 2.1715
H 1.1238 2.0509 2.3641
H -0.1528 0.9767 1.4343
H 1.4136 0.0307 -0.1754
H 2.9459 0.3249 0.9721
H 1.1084 3.0851 -0.8819
H 2.8672 3.4199 0.6569
H 4.6690 0.2134 -0.7266
H 5.2256 0.8847 -2.9126
H 3.4755 -1.3960 -3.1761
H 2.0616 -0.9424 -2.0154
H 1.6135 1.9149 -3.6904
O -1.2419 1.9834 -0.3772
H -1.1248 1.2778 -1.0309
H -1.8566 2.5986 -0.8045
O -1.5081 3.9623 2.0377
H -1.3910 3.2568 1.3840
H -2.1229 4.5776 1.6105
O -3.6491 0.2424 -0.7188
H -4.4511 0.5659 -0.2817
H -3.3381 -0.4697 -0.1399
O -5.6217 -1.6479 -2.0520
H -5.0410 -0.9996 -1.6262
H -5.6878 -2.3647 -1.4033
O -4.5443 -4.3696 -0.8688
H -3.6433 -4.2445 -1.2025
H -4.9813 -4.8858 -1.5627
O -1.5366 -5.0468 -1.6517
H -1.0673 -5.6739 -1.0813
H -1.0997 -4.1996 -1.4773
*
```

Atom charges from the Löwdin analysis, given in e for atoms 1 to 2: O -0.17; C -0.22